Here is C26H53CsGeN2OPS as an isolated structure in a non-equilibrium geometry from the Open Molecules 2025 dataset. Energies are from wB97M-V/def2-TZVPD.

- ΔE to the lowest compared entry with this formula, charge and spin: 14.6 kcal per mole
- Orbital gap (alpha / beta): 5.668 / 2.939 eV
- Total charge: -1
- E_tot: -110037.4482 eV

CARTESIAN COORDINATES (ANGSTROEM)
Cs1 1.17 -1.45 -1.26
C1 1.21 1.11 3.27
C2 1.70 1.84 2.02
C3 2.33 3.18 2.42
C4 2.65 1.03 1.17
C5 2.98 1.48 -0.11
C6 3.86 0.78 -0.92
C7 4.43 -0.42 -0.50
C8 5.28 -1.26 -1.40
C9 4.11 -0.87 0.78
C10 3.24 -0.15 1.60
H1 0.45 1.72 3.78
H2 2.02 0.93 3.98
H3 0.76 0.15 3.02
H4 0.81 2.06 1.41
H5 3.20 3.02 3.05
H6 1.62 3.80 2.97
H7 2.65 3.74 1.54
H8 2.52 2.39 -0.49
H9 4.08 1.15 -1.92
H10 4.71 -2.15 -1.71
H11 6.17 -1.62 -0.89
H12 5.59 -0.70 -2.29
H13 4.51 -1.81 1.13
H14 3.01 -0.55 2.58
C11 -2.89 -3.98 -3.95
P1 -2.46 -2.39 -3.23
C12 -2.24 -1.26 -4.61
C13 -3.93 -1.80 -2.38
O1 -1.26 -2.48 -2.34
H15 -3.75 -3.91 -4.61
H16 -3.10 -4.69 -3.15
H17 -2.03 -4.35 -4.51
H18 -3.10 -1.27 -5.28
H19 -1.34 -1.54 -5.17
H20 -2.10 -0.25 -4.22
H21 -4.79 -1.76 -3.05
H22 -3.71 -0.79 -2.01
H23 -4.16 -2.45 -1.54
C14 0.22 -5.26 -0.08
Ge1 2.22 -5.07 -0.20
C15 2.63 -4.23 1.56
C16 2.82 -6.96 0.05
C17 2.94 -4.03 -1.62
H24 -0.06 -5.86 0.79
H25 -0.16 -5.74 -0.98
H26 -0.27 -4.28 -0.01
H27 2.23 -4.83 2.39
H28 2.20 -3.23 1.64
H29 3.71 -4.13 1.69
H30 2.37 -7.39 0.94
H31 3.90 -7.01 0.14
H32 2.53 -7.56 -0.82
H33 2.92 -4.64 -2.54
C18 -5.47 0.41 1.49
C19 -4.10 1.04 1.69
C20 -3.00 0.28 0.96
C21 -1.61 0.87 1.14
N1 -1.44 2.20 0.59
C22 -1.34 2.42 -0.77
S1 -1.35 1.24 -1.97
N2 -1.22 3.79 -1.07
C23 -0.05 4.50 -0.56
C24 -0.38 5.94 -0.17
C25 -1.37 6.04 0.98
C26 -0.82 5.52 2.30
H34 -6.25 0.97 2.00
H35 -5.48 -0.61 1.87
H36 -5.72 0.38 0.43
H37 -3.86 1.09 2.76
H38 -4.12 2.08 1.33
H39 -3.22 0.25 -0.11
H40 -2.99 -0.76 1.31
H41 -0.88 0.22 0.64
H42 -1.35 0.91 2.20
H43 -1.95 2.93 1.07
H44 -1.31 3.90 -2.07
H45 0.77 4.49 -1.30
H46 0.32 3.96 0.31
H47 -0.78 6.46 -1.05
H48 0.55 6.45 0.10
H49 -2.28 5.49 0.71
H50 -1.68 7.09 1.10
H51 -0.55 4.46 2.24
H52 -1.56 5.62 3.11
H53 0.07 6.07 2.60

Need the Mulliken charges? In units of e they are: 0.985, -2.264, 3.387, -1.511, -0.152, 0.298, -1.242, 0.885, -1.127, -0.552, -0.354, 0.401, 0.488, 0.508, -1.621, 0.393, 0.370, 0.327, 0.189, 0.247, 0.165, 0.358, 0.359, 0.275, 0.292, -1.200, 0.889, -1.068, -0.923, -0.483, 0.364, 0.342, 0.344, 0.360, 0.314, 0.221, 0.438, -0.008, 0.330, -1.010, 0.354, -0.814, -1.195, -1.009, 0.340, 0.276, 0.242, 0.398, -0.009, 0.275, 0.329, 0.340, 0.333, 0.019, -1.345, -0.285, 0.669, -1.520, 0.497, -0.625, -0.402, -0.315, 0.632, -1.032, -0.437, -0.710, 0.398, 0.326, 0.285, 0.275, 0.259, -0.615, 0.575, 0.346, 0.053, 0.150, 0.360, 0.296, -0.685, 0.382, 0.359, 0.275, 0.359, -0.146, 0.382, 0.351

=====

Here is C26H53CuO25 as an isolated structure in a non-equilibrium geometry from the Open Molecules 2025 dataset. Energies are from wB97M-V/def2-TZVPD.

- Orbital gap: 7.557 eV
- E_tot: -123646.5324 eV

CARTESIAN COORDINATES (ANGSTROEM)
Cu1 -1.65 -3.33 -1.17
C1 0.21 0.03 0.66
C2 0.38 -1.43 0.23
O1 -0.02 -1.79 -1.04
H1 -0.81 0.39 0.82
H2 0.78 0.70 0.02
H3 0.70 0.18 1.64
H4 -0.22 -2.00 0.97
H5 1.45 -1.64 0.44
C3 1.81 -1.56 3.91
O2 0.53 -1.38 4.54
C4 0.05 -2.36 5.28
O3 0.55 -3.44 5.48
O4 -1.12 -1.95 5.76
C5 -1.92 -2.84 6.51
H6 1.75 -2.49 3.34
H7 2.60 -1.65 4.65
H8 1.94 -0.72 3.25
H9 -2.69 -2.23 6.99
H10 -1.30 -3.26 7.31
H11 -2.35 -3.65 5.93
C6 -0.93 3.19 -1.85
O5 -2.10 2.94 -2.66
C7 -3.06 3.85 -2.57
O6 -3.01 4.90 -1.98
O7 -4.13 3.42 -3.25
C8 -5.22 4.30 -3.31
H12 -0.52 4.19 -1.94
H13 -0.15 2.50 -2.12
H14 -1.27 3.08 -0.82
H15 -4.86 5.34 -3.32
H16 -5.86 4.26 -2.42
H17 -5.80 4.09 -4.20
C9 7.86 -5.34 0.27
O8 6.91 -4.62 -0.52
C10 5.90 -4.07 0.15
O9 5.76 -4.08 1.35
O10 5.05 -3.55 -0.73
C11 3.96 -2.82 -0.15
H18 8.54 -4.66 0.77
H19 8.48 -5.87 -0.45
H20 7.34 -6.02 0.95
H21 4.30 -2.10 0.59
H22 3.34 -3.55 0.38
H23 3.37 -2.31 -0.90
C12 -4.04 0.13 -1.47
O11 -3.77 0.13 -0.06
C13 -3.41 -1.00 0.51
O12 -3.16 -2.04 -0.05
O13 -3.28 -0.79 1.81
C14 -2.71 -1.83 2.58
H24 -4.62 -0.75 -1.77
H25 -3.12 0.24 -2.03
H26 -4.69 0.98 -1.66
H27 -3.07 -2.84 2.36
H28 -2.87 -1.71 3.64
H29 -1.63 -1.82 2.39
C15 3.13 4.70 -1.32
O14 1.96 3.98 -0.92
C16 2.01 3.52 0.34
O15 3.01 3.50 1.02
O16 0.78 3.23 0.75
C17 0.58 3.21 2.16
H30 3.17 5.60 -0.70
H31 3.10 5.03 -2.35
H32 4.08 4.19 -1.22
H33 1.25 3.88 2.70
H34 0.77 2.21 2.54
H35 -0.48 3.41 2.27
C18 -3.16 2.60 1.56
O17 -2.76 3.97 1.46
C19 -3.28 4.82 2.34
O18 -4.08 4.54 3.19
O19 -2.69 5.99 2.16
C20 -3.12 7.03 3.02
H36 -2.88 2.17 0.60
H37 -4.23 2.49 1.69
H38 -2.61 2.15 2.38
H39 -4.20 7.06 3.12
H40 -2.81 7.99 2.62
H41 -2.69 6.93 4.02
C21 -1.66 -7.80 -2.03
O20 -0.43 -7.27 -2.53
C22 -0.11 -6.05 -2.15
O21 -0.76 -5.38 -1.38
O22 1.07 -5.77 -2.63
C23 1.55 -4.44 -2.48
H42 -2.50 -7.19 -2.34
H43 -1.58 -7.83 -0.94
H44 -1.78 -8.82 -2.36
H45 2.62 -4.46 -2.69
H46 1.38 -3.91 -1.55
H47 1.16 -3.78 -3.27
C24 0.25 0.00 -3.59
O23 1.25 0.95 -3.24
C25 2.02 1.41 -4.21
O24 2.07 1.03 -5.34
O25 2.74 2.41 -3.66
C26 3.30 3.29 -4.60
H48 0.73 -0.97 -3.69
H49 -0.26 0.31 -4.51
H50 -0.53 -0.09 -2.85
H51 3.97 2.89 -5.35
H52 3.91 3.98 -4.02
H53 2.55 3.90 -5.11

Atomic partial charges in e from the Mulliken method, atoms 1 to 99: 0.458, 0.538, 0.649, -0.153, -0.199, 0.143, -0.496, -0.406, -0.499, -0.643, -0.224, 0.827, -0.576, -0.322, -0.744, 0.325, 0.415, 0.025, 0.243, 0.369, 0.290, 0.167, -0.201, 0.787, -0.563, -0.358, -0.778, 0.478, -0.324, -0.031, 0.339, 0.287, 0.269, -0.647, -0.350, 0.714, -0.547, -0.303, -0.734, 0.289, 0.221, 0.313, 0.460, 0.326, 0.262, -0.581, -0.259, 1.019, -0.586, -0.337, -0.246, 0.392, 0.104, 0.191, 0.339, 0.133, -0.089, -0.851, -0.097, 0.519, -0.620, 0.190, -0.466, 0.376, 0.198, 0.329, 0.417, 0.052, -0.049, -0.550, -0.097, 0.663, -0.580, -0.257, -0.734, -0.240, 0.538, 0.420, 0.313, 0.242, 0.294, -0.611, -0.355, 0.927, -0.701, -0.363, -0.489, 0.279, 0.289, 0.216, 0.339, 0.086, 0.313, -0.595, -0.069, 0.504, -0.572, -0.134, -0.878

=====

Here is C26H53F8N5O10P2 as an isolated structure in a non-equilibrium geometry from the Open Molecules 2025 dataset. Energies are from wB97M-V/def2-TZVPD.

- Orbital gap: 9.033 eV
- E_tot: -96069.4061 eV

CARTESIAN COORDINATES (ANGSTROEM)
C1 6.15 3.60 0.21
C2 6.19 2.37 -0.69
P1 6.27 0.85 0.34
C3 8.06 0.46 0.23
O1 5.56 -0.26 -0.76
P2 4.69 -1.38 -0.07
O2 5.36 -2.07 1.03
O3 4.34 -2.36 -1.26
C4 3.74 -1.75 -2.44
O4 3.31 -0.69 0.28
C5 2.41 -1.49 1.06
C6 1.09 -1.68 0.35
O5 0.11 -0.83 0.93
C7 -1.20 -1.34 0.81
C8 -2.21 -0.17 0.80
F1 -3.00 -0.30 1.90
F2 -1.54 0.99 0.87
C9 -3.16 -0.17 -0.42
F3 -2.47 -0.59 -1.51
F4 -4.16 -1.06 -0.20
C10 -3.76 1.21 -0.81
F5 -4.60 0.96 -1.86
F6 -2.78 2.04 -1.24
C11 -4.63 1.92 0.23
F7 -5.73 1.17 0.51
F8 -3.96 2.16 1.38
H1 5.90 4.48 -0.38
H2 5.39 3.49 0.98
H3 7.11 3.74 0.69
H4 7.05 2.45 -1.36
H5 5.31 2.30 -1.32
H6 8.24 -0.60 0.19
H7 8.55 0.86 1.11
H8 8.49 0.94 -0.65
H9 3.47 -0.72 -2.26
H10 4.47 -1.77 -3.24
H11 2.85 -2.32 -2.69
H12 2.85 -2.45 1.28
H13 2.23 -1.00 2.01
H14 1.17 -1.47 -0.72
H15 0.79 -2.72 0.48
H16 -1.42 -1.94 1.69
H17 -1.30 -1.97 -0.06
H18 -4.96 2.87 -0.20
C12 -2.04 5.42 3.04
C13 -0.97 5.94 2.11
O6 -0.05 6.63 2.50
N1 -1.07 5.59 0.80
C14 -2.09 4.77 0.16
H19 -1.82 5.77 4.04
H20 -3.02 5.78 2.74
H21 -2.04 4.32 3.05
H22 -0.33 5.96 0.23
H23 -1.62 3.91 -0.30
H24 -2.59 5.36 -0.61
H25 -2.82 4.44 0.89
C15 -9.78 4.15 0.03
C16 -8.61 3.20 0.01
O7 -7.61 3.41 -0.66
N2 -8.70 2.08 0.78
C17 -9.78 1.67 1.66
H26 -9.56 4.98 -0.63
H27 -10.69 3.65 -0.33
H28 -9.96 4.53 1.03
H29 -7.88 1.50 0.72
H30 -9.42 1.58 2.68
H31 -10.16 0.70 1.34
H32 -10.59 2.39 1.63
C18 -1.24 1.65 4.53
C19 -0.70 1.10 5.83
O8 0.46 0.75 5.96
N3 -1.57 1.02 6.88
C20 -2.98 1.38 6.91
H33 -0.44 1.67 3.80
H34 -2.05 1.03 4.15
H35 -1.60 2.67 4.67
H36 -1.15 0.65 7.72
H37 -3.14 2.15 7.67
H38 -3.58 0.51 7.16
H39 -3.30 1.76 5.95
C21 2.91 -5.24 -0.96
C22 1.94 -5.59 -2.06
O9 1.57 -4.75 -2.87
N4 1.49 -6.86 -2.13
C23 1.82 -7.98 -1.27
H40 3.18 -4.19 -1.08
H41 2.46 -5.39 0.02
H42 3.82 -5.84 -1.03
H43 0.84 -7.02 -2.89
H44 2.27 -8.78 -1.85
H45 0.92 -8.36 -0.79
H46 2.52 -7.68 -0.50
C24 5.44 -4.12 -6.47
C25 4.82 -2.75 -6.54
O10 5.48 -1.75 -6.74
N5 3.48 -2.67 -6.35
C26 2.53 -3.74 -6.09
H47 6.51 -4.03 -6.63
H48 5.28 -4.58 -5.49
H49 5.03 -4.77 -7.24
H50 3.12 -1.72 -6.40
H51 1.77 -3.76 -6.87
H52 2.04 -3.57 -5.13
H53 3.03 -4.70 -6.05

Atomic partial charges in e from the Mulliken method, atoms 1 to 99: -1.232, -0.414, 0.067, -1.180, -0.072, 0.730, -0.775, -0.302, -0.521, -0.053, -0.817, -0.425, -0.222, -1.309, 1.366, -0.342, -0.299, 0.529, -0.297, -0.303, 0.648, -0.304, -0.238, -0.155, -0.318, -0.126, 0.369, 0.365, 0.309, 0.333, 0.336, 0.345, 0.366, 0.324, 0.409, 0.209, 0.129, 0.419, 0.415, 0.317, 0.396, 0.269, 0.511, 0.375, -0.772, 0.671, -0.655, -0.103, -0.641, 0.315, 0.357, -0.070, 0.221, 0.284, 0.310, 0.096, -1.391, 0.880, -0.620, -0.033, -0.925, 0.303, 0.377, 0.362, 0.157, 0.289, 0.303, 0.346, -0.867, 0.410, -0.656, -0.138, -0.761, 0.418, 0.244, 0.295, 0.234, 0.280, 0.280, 0.269, -0.416, 0.625, -0.627, -0.169, -0.864, -0.530, 0.399, 0.497, 0.253, 0.284, 0.291, 0.333, -1.244, 0.833, -0.665, -0.143, -0.738, 0.310, 0.306

=====

Q: The lowest E_tot belongs to which entry?
A: C26H53CuO25